[1]
17
Properties=species:S:1:pos:R:3:nbo_charge:R:1 method="wB97M-V/def2-TZVPD" energy_ha=-309.69585 max_force_ev_per_a=0.48 relative_energy_ev=3.987 e_homo_ev=-8.09
C 0.89819 -0.63807 0.00885 -0.58
C 0.96425 0.58805 0.89419 0.33
O -0.20056 1.09570 1.18017 -0.47
C -1.47560 0.49835 0.79103 -0.14
C -1.72623 0.53460 -0.69006 -0.25
C -0.83735 0.24659 -1.64173 -0.15
C 0.58368 -0.20441 -1.43273 -0.44
H 0.15732 -1.39000 0.32006 0.21
H 1.88400 -1.10869 0.02541 0.23
H 2.85349 -0.67783 2.96614 -0.03
H 2.45727 -0.20359 2.54466 0.01
H -1.51877 -0.51974 1.19283 0.20
H -2.21278 1.09271 1.33332 0.21
H -2.73399 0.82931 -0.97688 0.22
H -1.15377 0.32712 -2.68185 0.21
H 1.28410 0.58830 -1.73862 0.23
H 0.77676 -1.05840 -2.09479 0.23

=====

[2]
17
Properties=species:S:1:pos:R:3:nbo_charge:R:1 method="wB97M-V/def2-TZVPD" energy_ha=-309.78478 max_force_ev_per_a=1.88 relative_energy_ev=1.567 e_homo_ev=-9.49 smiles="O=CCCC1CC1"
O 2.48397 -0.51132 2.08445 -0.53
C 2.42384 -0.21335 0.91501 0.46
C 1.57919 -0.63949 -0.26737 -0.50
C 0.26796 -0.09071 0.27301 -0.39
C -0.68726 0.47048 -0.72507 -0.24
C -1.87242 -0.31913 -1.18902 -0.42
C -2.04734 0.80689 -0.21268 -0.41
H 3.08518 0.52198 0.49574 0.09
H 1.94312 -0.10174 -1.17434 0.21
H 1.69925 -1.70609 -0.43511 0.23
H 0.60708 0.71753 1.00471 0.21
H -0.19077 -0.87123 0.89232 0.23
H -0.24410 1.14150 -1.46174 0.21
H -2.18946 -0.16024 -2.21432 0.22
H -1.99480 -1.32897 -0.81022 0.21
H -2.48900 1.72767 -0.56238 0.22
H -2.26370 0.54132 0.82191 0.21

=====

[3]
17
Properties=species:S:1:pos:R:3:nbo_charge:R:1 method="wB97M-V/def2-TZVPD" energy_ha=-309.74062 max_force_ev_per_a=0.34 relative_energy_ev=2.769 e_homo_ev=-8.31
C 2.40654 0.04918 0.38703 -0.63
C 0.93540 0.06953 0.03476 -0.20
C 0.09682 -0.91098 0.39260 -0.18
C -1.34549 -1.09499 0.00052 -0.44
C -2.00288 0.09288 -0.69503 -0.61
C 0.63872 1.24438 -0.82295 0.31
O 0.19105 2.25561 -0.11584 -0.63
H 2.69312 0.94688 0.94871 0.21
H 3.01512 0.03121 -0.52378 0.23
H 2.64772 -0.82917 0.99164 0.22
H 0.52145 -1.73241 0.97222 0.20
H -1.92243 -1.37824 0.89063 0.21
H -1.39945 -1.97038 -0.66218 0.21
H -3.00078 -0.16662 -1.06167 0.22
H -2.11236 0.94321 -0.01330 0.20
H -1.40308 0.42797 -1.55125 0.22
H 0.04054 2.02194 0.82788 0.46

=====

[4]
17
Properties=species:S:1:pos:R:3:nbo_charge:R:1 method="wB97M-V/def2-TZVPD" energy_ha=-309.68280 max_force_ev_per_a=0.67 relative_energy_ev=4.342 e_homo_ev=-7.05
C 1.48376 1.64832 0.09802 -0.27
O 1.07953 0.60226 1.01045 -0.45
C 0.31758 -0.33906 0.55435 0.71
C -1.61762 0.01198 -0.85375 -0.67
C -0.16022 -1.27577 1.61927 -0.72
C -0.16046 -0.39143 -0.81064 -0.36
C 0.77943 -0.81230 -1.67586 -0.42
H 0.64064 1.97993 -0.51338 0.21
H 1.85687 2.45301 0.73082 0.20
H 2.24096 1.21913 -0.55444 0.23
H -1.83605 0.81479 -0.12717 0.19
H -2.29557 -0.81442 -0.62550 0.21
H -1.83104 0.40454 -1.84764 0.23
H -0.78403 -2.05309 1.17896 0.24
H -0.74528 -0.70272 2.34408 0.25
H 0.67201 -1.74164 2.15782 0.26
H 0.35948 -1.00354 -2.68539 0.15

=====

[5]
17
Properties=species:S:1:pos:R:3:nbo_charge:R:1 method="wB97M-V/def2-TZVPD" energy_ha=-309.82542 max_force_ev_per_a=0.38 relative_energy_ev=0.461 e_homo_ev=-9.13 smiles="CC1=CCC[C@H]1O"
C -1.69545 0.68165 1.18578 -0.64
C -0.43889 0.49243 0.40738 -0.02
C -0.07644 1.04941 -0.75168 -0.19
C 0.91564 0.15361 -1.48006 -0.44
C 0.58280 -1.19094 -0.80181 -0.40
C 0.41068 -0.74707 0.65101 0.05
O 1.65913 -0.47462 1.28693 -0.72
H -2.23187 1.59696 0.92351 0.22
H -1.54793 0.61149 2.26826 0.22
H -2.33281 -0.16346 0.88705 0.22
H -0.55571 1.92533 -1.18373 0.21
H 1.96005 0.43853 -1.28675 0.21
H 0.77026 0.14725 -2.56396 0.21
H -0.41569 -1.51025 -1.13580 0.20
H 1.28288 -2.01136 -0.96705 0.21
H -0.09845 -1.47659 1.28918 0.18
H 1.81179 0.47762 1.27175 0.47

=====

[6]
17
Properties=species:S:1:pos:R:3:nbo_charge:R:1 method="wB97M-V/def2-TZVPD" energy_ha=-309.77058 max_force_ev_per_a=1.14 relative_energy_ev=1.954 e_homo_ev=-9.39 smiles=C[C@H]1C[C@H]2OC[C@@H]12
C -0.82914 -1.71719 -0.24074 -0.62
C -0.28508 -0.64543 0.68096 -0.18
C 1.37799 -0.39189 0.51256 -0.45
C 1.01034 1.07532 0.33170 0.12
O 0.91780 1.42197 -1.05215 -0.54
C -0.51378 1.37423 -1.01073 -0.06
C -0.54811 0.84823 0.41735 -0.29
H -1.92197 -1.83862 -0.21753 0.21
H -0.38927 -2.65595 0.10495 0.21
H -0.51587 -1.52991 -1.27200 0.21
H -0.68853 -0.86064 1.68989 0.21
H 2.12226 -0.56738 1.31760 0.21
H 1.87419 -0.79842 -0.40225 0.22
H 1.53490 1.81150 0.94510 0.18
H -0.92501 0.76312 -1.82043 0.17
H -0.92570 2.38924 -1.05622 0.17
H -1.27930 1.35245 1.07368 0.21

=====

[7]
17
Properties=species:S:1:pos:R:3:nbo_charge:R:1 method="wB97M-V/def2-TZVPD" energy_ha=-309.75318 max_force_ev_per_a=0.29 relative_energy_ev=2.427 e_homo_ev=-8.97 smiles="C=C1CO[C@H]2C[C@@H]12.[H][H]"
C -1.70550 -1.09378 -0.19577 -0.42
C -0.50121 -0.53581 -0.13069 0.02
C 0.64523 1.34520 -1.32305 -0.44
C 1.29241 1.00255 -0.02041 0.10
C -0.19662 0.91705 -0.13245 -0.31
O 1.84865 -0.27474 0.12440 -0.51
C 0.83413 -1.25920 -0.05050 -0.12
H -2.59889 -0.47833 -0.26106 0.20
H -1.20579 -0.24919 2.40256 0.01
H -1.84479 -2.17141 -0.18930 0.20
H 0.74163 0.63826 -2.14301 0.22
H 0.58388 2.38780 -1.61743 0.22
H 1.81296 1.75644 0.56141 0.21
H -0.87189 1.61813 0.34841 0.24
H -0.73974 0.18045 2.79230 -0.01
H 1.03267 -1.83307 -0.96543 0.19
H 0.87287 -1.95036 0.80003 0.20

=====

[8]
17
Properties=species:S:1:pos:R:3:nbo_charge:R:1 method="wB97M-V/def2-TZVPD" energy_ha=-309.73469 max_force_ev_per_a=0.31 relative_energy_ev=2.930 e_homo_ev=-9.08 smiles="C=C1C[C@@]2(O)C[C@@H]12.[H][H]"
C -1.41029 1.75115 0.08910 -0.43
C -0.62801 0.68096 0.05684 0.06
C -0.40802 -0.50101 0.99649 -0.46
C 0.51124 -1.09897 -0.07351 0.26
O 1.67656 -1.78569 0.20881 -0.68
C -0.16029 -1.19088 -1.40328 -0.44
C 0.36803 0.14783 -0.92615 -0.29
H -2.09777 1.92639 0.91238 0.20
H -1.38679 2.48818 -0.70944 0.20
H 1.07448 2.07806 1.21973 0.01
H 1.74288 1.80879 1.40971 -0.01
H -1.28147 -1.07473 1.32678 0.21
H 0.18950 -0.20139 1.86595 0.23
H 1.47316 -2.72945 0.17913 0.47
H 0.44891 -1.65420 -2.17517 0.23
H -1.23366 -1.34551 -1.49913 0.21
H 1.12153 0.70048 -1.47823 0.24

=====

| no. | Kohn-Sham gap (eV) |
| --- | --- |
| 1 | 8.969 |
| 2 | 10.536 |
| 3 | 9.119 |
| 4 | 7.270 |
| 5 | 10.064 |
| 6 | 10.475 |
| 7 | 10.051 |
| 8 | 9.951 |